DFT (ωB97M-V/def2-TZVPD) results for a single C16H24N4O3S molecule at a distorted geometry.

Each line ends with the Mulliken charge.
Geometry (Å):
C: -6.628 -0.734 0.977  -1.060
C: -6.122 -0.132 -0.330  -0.450
O: -4.867 -0.651 -0.719  -0.529
C: -3.731 -0.248 -0.054  1.006
C: -3.641 0.766 0.881  -0.276
C: -2.410 1.076 1.450  -1.093
C: -1.278 0.381 1.097  -0.659
C: -1.343 -0.652 0.154  0.445
C: -2.578 -0.962 -0.425  0.413
O: -2.673 -1.954 -1.347  -0.644
H: -3.600 -2.008 -1.621  0.332
C: -0.167 -1.384 -0.251  -0.665
N: 0.965 -1.169 0.298  0.097
N: 2.034 -1.844 -0.136  -0.268
C: 3.322 -1.644 0.243  -0.016
N: 3.678 -0.825 1.244  -0.085
H: 4.680 -0.750 1.354  0.229
C: 2.873 0.067 2.042  -0.717
H: 3.241 0.010 3.072  0.465
H: 1.840 -0.272 1.997  0.258
C: 2.931 1.534 1.577  -0.923
N: 2.092 1.752 0.414  0.633
C: 1.385 3.020 0.416  -0.914
H: 0.833 3.125 1.352  0.504
C: 0.394 3.030 -0.751  -0.273
H: -0.116 3.994 -0.814  0.360
O: 1.046 2.847 -1.984  -0.444
C: 1.764 1.635 -1.982  -0.497
H: 2.257 1.566 -2.953  0.340
C: 2.790 1.602 -0.850  -0.725
H: 3.320 0.651 -0.871  0.410
H: 3.522 2.416 -1.003  0.353
H: 1.068 0.792 -1.858  0.178
H: -0.346 2.231 -0.595  0.101
H: 2.076 3.875 0.309  0.354
H: 3.978 1.824 1.392  0.368
H: 2.555 2.149 2.398  0.501
S: 4.490 -2.489 -0.583  -0.450
H: 1.931 -2.511 -0.907  0.254
H: -0.292 -2.117 -1.053  0.392
H: -0.317 0.618 1.521  0.232
H: -2.354 1.873 2.175  0.403
H: -4.512 1.330 1.174  0.361
H: -6.083 0.962 -0.270  0.324
H: -6.791 -0.406 -1.152  0.348
H: -6.698 -1.815 0.885  0.313
H: -7.612 -0.335 1.205  0.375
H: -5.953 -0.502 1.797  0.339

Its highest occupied orbital energy is -7.85 eV. The structure (SMILES) is CCOc1cccc(/C=N/NC(=S)NCCN2CCOCC2)c1O. Its spin multiplicity is 1. The lowest unoccupied orbital energy is 0.17 eV.

DFT (ωB97M-V/def2-TZVPD) results for a molecular structure, C8H23ClI2NO2P2W at a distorted geometry.

Each line ends with the Löwdin spin population.
Geometry (Å):
I: 2.255 0.471 -1.984  0.665
I: 3.113 -0.897 0.330  0.163
W: -0.733 0.233 -0.126  0.820
P: 0.329 2.199 0.855  0.006
C: 2.048 2.594 0.493  0.045
C: -0.659 3.705 0.518  0.003
H: -0.146 4.465 1.081  0.000
H: 0.519 2.936 3.080  -0.001
H: -1.684 3.578 0.858  0.000
H: -0.770 1.648 3.019  0.000
H: 2.126 2.703 -0.620  0.026
H: -0.604 3.870 -0.552  0.000
C: 0.244 1.947 2.683  -0.004
H: 2.247 3.545 1.011  0.001
H: 1.003 1.209 2.990  0.000
H: 2.701 1.753 0.844  0.003
P: -0.613 -1.836 -1.155  0.010
C: 0.816 -2.531 -1.988  0.029
C: -0.946 -3.076 0.145  -0.004
H: -2.889 -1.870 -1.892  0.000
H: -1.866 -3.049 -2.731  0.000
H: -1.725 -1.321 -3.138  0.000
C: -1.916 -2.045 -2.348  0.003
H: -1.813 -2.773 0.767  0.000
H: -1.157 -4.026 -0.382  -0.001
H: 0.554 -3.527 -2.376  0.001
H: 1.687 -2.578 -1.293  0.001
H: -0.069 -3.198 0.801  0.000
H: 1.111 -1.850 -2.812  0.019
Cl: -2.135 -0.296 1.588  0.057
N: -3.116 1.401 -2.689  0.002
C: -1.803 1.347 -1.682  0.027
C: -0.653 1.393 -2.709  0.013
O: -0.803 0.438 -3.506  0.044
O: 0.091 2.372 -2.680  0.068
H: -2.817 1.137 -3.675  0.000
H: -3.620 2.294 -2.727  0.000
H: -3.829 0.726 -2.379  0.000
H: -1.965 2.215 -1.047  0.001
H: -2.113 0.224 -1.395  0.002

Its highest occupied orbital energy (spin up / spin down) is -18.70 / -18.50 eV. Its spin multiplicity is 3. The lowest unoccupied orbital energy (spin up / spin down) is -13.21 / -14.78 eV. The total charge is +3. As for the expectation value of S²: 2.023.

DFT (ωB97M-V/def2-TZVPD) results for a single C3H5NO2 molecule.

Each line ends with the Mulliken charge.
Geometry (Å):
N: -1.084 1.100 -1.372  -0.574
C: 0.104 0.724 -1.198  0.120
O: 0.958 -0.093 1.251  -0.403
C: -0.354 -0.676 1.360  -0.411
C: 0.570 -1.035 0.293  0.109
O: 0.389 -0.603 -1.016  -0.390
H: -1.101 2.105 -1.545  0.262
H: 0.992 1.362 -1.216  0.386
H: -1.171 -0.004 1.113  0.247
H: -0.506 -1.322 2.219  0.264
H: 1.141 -1.959 0.279  0.390

Its highest occupied orbital energy is -10.45 eV. The structure (SMILES) is [H]/N=C/O[C@@H]1CO1. Its spin multiplicity is 1. The lowest unoccupied orbital energy is 1.06 eV.

DFT (ωB97M-V/def2-TZVPD) results for a single C6H7N3O molecule at a distorted geometry.

Each line ends with the Mulliken charge.
Geometry (Å):
C: -2.929 0.844 -0.007  -0.427
C: -2.289 -0.150 -0.795  -0.137
C: -0.887 1.041 0.367  0.403
C: 0.492 0.994 0.882  -0.622
C: 1.138 -0.034 0.403  0.537
C: 2.438 -0.452 0.729  -1.156
N: -2.032 1.492 0.733  -0.685
N: -0.996 0.012 -0.556  0.174
N: 0.385 -0.830 -0.489  -0.056
O: 0.855 -0.950 -1.783  -0.405
H: -3.986 0.877 0.201  0.371
H: -2.729 -0.841 -1.560  0.342
H: 0.855 1.579 1.697  0.413
H: 2.391 -1.482 1.121  0.287
H: 3.088 0.300 1.247  0.331
H: 2.953 -0.573 -0.335  0.263
H: 1.253 -1.826 -1.856  0.368

Its highest occupied orbital energy is -7.89 eV. The structure (SMILES) is Cc1cc2nccn2n1O. Its spin multiplicity is 1. The lowest unoccupied orbital energy is 0.54 eV.

DFT (ωB97M-V/def2-TZVPD) results for 10 unconnected molecules or ions with the total composition C7H32F2N15O7 at a distorted geometry.

Each line ends with the Mulliken charge.
Geometry (Å):
N: 0.462 -0.005 0.665  0.758
H: 0.662 -0.644 -0.117  -0.032
H: 1.298 0.413 1.055  0.394
H: 0.074 -0.559 1.434  0.154
H: -0.335 0.576 0.346  -0.062
F: 1.108 -2.125 -0.850  -1.057
F: -1.697 1.529 0.232  -0.932
C: -3.664 1.579 -2.707  0.347
O: -4.305 1.347 -3.731  -0.714
N: -4.174 1.939 -1.508  -0.296
N: -2.335 1.308 -2.543  -0.340
H: -5.151 2.133 -1.388  0.198
H: -3.508 1.845 -0.743  0.207
H: -1.858 1.447 -1.656  0.202
H: -1.847 1.256 -3.423  0.013
C: 4.073 -0.126 0.911  0.674
O: 4.489 0.969 1.287  -0.801
N: 3.990 -1.241 1.681  -0.333
N: 3.404 -0.356 -0.243  -0.209
H: 3.702 -2.125 1.309  0.192
H: 4.421 -1.194 2.590  0.217
H: 3.241 0.396 -0.914  0.325
H: 2.945 -1.224 -0.482  0.118
C: -1.611 0.838 3.897  0.452
O: -1.862 0.453 5.053  -0.782
N: -0.377 1.041 3.471  -0.143
N: -2.502 0.782 2.884  -0.233
H: -0.171 1.248 2.508  0.081
H: 0.411 0.807 4.048  0.175
H: -3.409 0.459 3.173  0.206
H: -2.280 1.003 1.924  0.208
C: 1.373 0.607 -3.021  0.508
O: 2.164 0.980 -2.139  -0.714
N: 0.991 -0.696 -3.067  -0.176
N: 1.281 1.278 -4.184  -0.429
H: 0.517 -1.143 -3.831  0.218
H: 1.153 -1.221 -2.203  0.094
H: 1.978 1.913 -4.518  0.217
H: 0.539 0.883 -4.738  0.176
C: -2.600 -2.282 -1.449  0.536
O: -2.459 -3.493 -1.322  -0.717
N: -3.812 -1.686 -1.324  -0.340
N: -1.622 -1.341 -1.551  0.039
H: -3.965 -0.696 -1.361  0.168
H: -4.562 -2.330 -1.136  0.180
H: -0.700 -1.711 -1.338  -0.028
H: -1.850 -0.399 -1.857  0.372
C: 1.357 3.134 0.645  0.714
O: 0.705 2.835 1.639  -0.679
N: 0.800 3.584 -0.524  -0.438
N: 2.642 2.822 0.421  -0.280
H: 1.356 3.610 -1.354  0.129
H: -0.184 3.794 -0.507  0.255
H: 3.095 3.135 -0.415  0.134
H: 3.153 2.223 1.067  0.196
C: 0.305 -3.077 2.413  0.530
O: -0.556 -2.231 2.196  -0.709
N: 1.301 -3.366 1.527  -0.213
N: 0.429 -3.781 3.565  -0.459
H: 1.327 -2.925 0.609  0.094
H: 1.973 -4.000 1.913  0.187
H: 1.107 -4.515 3.597  0.157
H: -0.430 -3.674 4.085  0.292

Its highest occupied orbital energy is -6.32 eV. Its spin multiplicity is 1. The lowest unoccupied orbital energy is 2.43 eV. The total charge is -1.

DFT (ωB97M-V/def2-TZVPD) results for a molecular structure, C28H22BCl3N9O4PSiW.

Each line ends with the Mulliken charge.
Geometry (Å):
W: -0.127 -0.263 0.144  3.004
O: 2.276 -0.407 1.421  -0.412
C: 1.658 0.570 1.077  -0.621
C: 1.949 1.928 1.605  1.318
C: 3.258 2.328 1.856  -0.626
C: 3.481 3.570 2.421  -0.816
C: 2.406 4.388 2.762  -0.762
C: 1.104 3.980 2.519  -0.573
C: 0.871 2.745 1.920  0.006
P: -0.751 2.099 1.397  1.741
C: -1.956 2.438 2.694  0.853
C: -2.328 3.738 3.046  -0.420
C: -3.226 3.946 4.078  -1.003
C: -3.762 2.861 4.762  -0.570
C: -3.403 1.569 4.411  -0.858
C: -2.501 1.356 3.378  -0.510
C: -1.103 3.187 -0.006  0.293
C: 0.030 3.292 -0.996  -2.153
C: -0.296 3.923 -2.354  0.024
C: -1.629 4.584 -2.476  -0.880
C: -2.529 4.515 -1.499  -0.686
C: -2.285 3.750 -0.266  0.300
H: 4.072 1.660 1.605  0.580
H: 4.492 3.904 2.613  0.426
H: 2.587 5.352 3.219  0.451
H: 0.278 4.622 2.795  0.326
H: -1.930 4.586 2.503  0.467
H: -3.515 4.954 4.345  0.409
H: -4.470 3.026 5.563  0.402
H: -3.835 0.723 4.928  0.440
H: -2.255 0.347 3.077  0.125
H: 0.930 3.673 -0.513  0.569
H: 0.496 4.573 -2.722  0.453
H: -1.845 5.132 -3.384  0.412
H: -3.487 5.008 -1.601  0.424
H: -3.106 3.650 0.434  0.564
N: -2.745 0.387 -2.193  0.142
C: -1.612 1.144 -2.304  -0.432
N: -1.411 1.991 -3.235  -0.881
N: -0.132 2.569 -3.023  -0.172
N: 0.352 2.000 -1.706  0.174
N: -0.569 0.972 -1.394  0.213
C: -3.138 -0.094 -0.963  0.034
N: -4.381 -0.310 -0.601  -0.572
N: -4.276 -0.788 0.660  -0.795
N: -3.061 -0.790 1.053  -0.172
N: -2.279 -0.380 0.013  0.758
H: -3.480 0.591 -2.852  0.334
Cl: -0.997 -2.391 -3.093  -0.315
Si: -0.172 -2.461 -1.214  0.226
Cl: -1.381 -3.776 -0.167  -0.349
Cl: 1.646 -3.431 -1.365  -0.314
C: -0.713 -2.113 2.702  -0.986
O: -0.281 -1.352 1.594  -0.069
H: -1.768 -2.345 2.579  0.316
H: -0.551 -1.513 3.598  0.253
H: -0.114 -3.021 2.747  0.288
O: 3.043 -0.044 -1.070  -0.441
B: 1.681 -0.247 -1.296  0.931
O: 1.450 -0.402 -2.665  -0.349
C: 2.673 -0.290 -3.273  0.243
C: 2.977 -0.365 -4.612  -1.172
C: 4.321 -0.212 -4.949  -0.613
C: 5.295 0.004 -3.979  -0.535
C: 4.969 0.076 -2.625  -1.078
C: 3.640 -0.076 -2.309  0.783
H: 2.209 -0.533 -5.354  0.559
H: 4.613 -0.263 -5.990  0.402
H: 6.328 0.116 -4.281  0.397
H: 5.717 0.239 -1.862  0.494

Its highest occupied orbital energy is -7.93 eV. Its spin multiplicity is 1. The lowest unoccupied orbital energy is -1.27 eV.

We obtain energy above the lowest of the compared OMol25 structures with the same formula, charge and spin values of 3.8334; 4.2240; 2.6828; 4.1476; 0.0000; 2.2619 eV for the records listed above, in that order.